Below is C24H34N2O6 as an isolated structure, with properties calculated with ωB97M-V with the def2-TZVPD basis set.

```
66
Properties=species:S:1:pos:R:3:mulliken_charge:R:1
C 3.6636 0.9096 6.9230 -1.22
C 2.6371 0.7719 7.8521 -0.27
H 2.4506 1.6181 8.3425 0.45
H 2.9478 0.0029 8.6744 0.31
O 1.5897 0.5380 7.3670 -0.32
C 1.1801 -0.8066 7.1897 0.29
O 1.8716 -1.6212 7.5006 -0.45
C -0.0516 -1.1461 6.4776 -0.02
C -0.2599 -0.2212 5.3066 -0.49
H -0.1229 0.9099 5.5207 0.33
H -1.4469 -0.4239 4.9776 0.17
C 0.6565 -0.7291 4.2010 -1.43
N 0.4517 -1.8178 3.7492 0.32
C -0.4186 -2.4545 2.6395 -0.02
O -0.6344 -3.5356 2.5140 -0.40
C -0.6316 -1.3195 1.6693 0.66
C 0.5499 -0.6556 0.9062 -1.00
C 0.3431 0.1007 -0.0968 -0.10
C -0.8570 0.2806 -0.7017 1.15
C -2.0993 -0.1899 0.1272 -1.22
C -1.7123 -1.0598 1.1640 -0.02
H -2.8191 -1.5475 1.7584 -0.03
H -3.0464 0.0069 -0.2559 0.56
O -1.3458 1.2163 -1.5044 -0.44
C 0.0438 1.5753 -2.4521 -0.28
C 0.3753 0.7593 -3.4948 -0.90
H 0.7740 0.0527 -2.8868 0.75
H 1.2107 1.0569 -4.0043 0.44
C -0.8109 0.4393 -4.2942 -0.90
N -1.2814 1.6293 -5.0824 0.08
C -0.9851 1.8285 -6.3806 0.79
O -1.2486 3.0165 -6.7589 -0.75
C -0.3629 0.9157 -7.3026 -0.74
C -1.2864 0.0009 -7.7105 -0.06
O -0.7276 -1.1568 -8.3397 -0.35
C -0.3313 -1.1283 -9.7200 -0.57
H 0.2157 -1.9465 -10.1418 0.32
H -1.2682 -0.4538 -10.2553 0.24
H 0.6074 -0.3260 -9.6164 0.18
H -1.9745 -0.6578 -6.7665 0.10
H -2.2266 0.4826 -8.4450 0.27
H 0.2945 0.4187 -6.6232 0.30
H 0.0297 1.5439 -8.0267 0.39
C -1.7887 2.6560 -4.0739 -0.83
C -0.6884 2.8992 -3.0469 -0.97
H -1.2212 3.7403 -2.5559 0.43
H 0.0084 3.6549 -3.7098 0.28
H -2.2022 3.5326 -4.8293 0.35
H -2.5582 1.9295 -3.6692 0.34
H -0.4038 -0.4191 -4.9755 0.36
H -1.5251 -0.1066 -3.8745 0.37
H 0.7070 2.1004 -1.7896 0.64
H 1.3331 0.3743 -0.8493 0.02
H 1.4805 -0.9867 1.1884 0.69
C 0.3991 -2.7941 4.7767 -1.60
C -0.6038 -2.5939 6.0457 -1.21
H -0.0430 -3.1763 6.9048 0.24
H -1.4611 -2.7075 5.8766 1.01
H 0.2269 -3.9852 4.4589 0.24
H 1.2646 -2.7691 5.0719 1.12
H 0.4977 0.1050 3.1916 0.16
H 1.5197 -0.4786 4.4121 1.04
H -0.8466 -0.8394 7.1907 0.27
H 4.5974 1.2489 7.6051 0.33
H 3.9245 0.0433 6.4751 0.38
H 3.4398 1.6949 6.1765 0.26
```

Values from the calculation:
Orbital gap, hartree: 0.313
Highest occupied orbital energy, eV: -8.23
Lowest unoccupied orbital energy, eV: 0.30
ΔE to the lowest compared entry with this formula, charge and spin, kJ/mol: 2373.6

=====

Below is C24H34N3ReS5 as an isolated structure, with properties calculated with ωB97M-V with the def2-TZVPD basis set.

```
67
Properties=species:S:1:pos:R:3:mulliken_charge:R:1
Re 0.1173 0.8676 -1.2716 -1.23
C 1.5558 3.5620 -2.5393 -0.58
C 0.6327 4.4089 -1.6661 -0.74
S -0.0516 3.4906 -0.2152 0.03
C -1.8839 3.7222 -0.3055 -0.90
C -2.6956 2.4268 -0.3070 -0.23
S -2.2496 1.5898 -1.8643 -0.01
C -2.8581 -0.1336 -1.9946 -0.03
C -2.1642 -0.6955 -3.2332 -0.93
S -0.3193 -0.7873 -3.0795 0.17
C 0.3359 0.0042 -4.6266 -0.66
C 1.3456 1.1193 -4.3598 -0.63
S 0.4812 2.2589 -3.2305 0.08
H 2.3703 3.1171 -1.9703 0.31
H 1.9597 4.1633 -3.3540 0.54
H -0.2042 4.8005 -2.2430 0.44
H 1.1976 5.2438 -1.2552 0.50
H -2.0965 4.3178 -1.1929 0.56
H -2.1489 4.3062 0.5743 0.53
H -3.7578 2.6698 -0.3220 0.57
H -2.4693 1.7811 0.5388 -0.04
H -3.9360 -0.1319 -2.1564 0.64
H -2.6163 -0.6839 -1.0860 -0.39
H -2.3883 -0.0935 -4.1140 0.54
H -2.5012 -1.7151 -3.4141 0.52
H -0.5207 0.3803 -5.1852 0.43
H 0.8029 -0.7977 -5.1953 0.50
H 1.5723 1.6438 -5.2881 0.56
H 2.2664 0.7608 -3.9090 0.26
C 4.6178 -2.8278 0.0449 -1.00
N 3.8960 -1.7361 -0.6225 -0.19
C 3.0158 -0.8959 -0.1274 0.89
S 2.5034 0.3772 -1.2419 -0.60
N 2.5532 -0.8786 1.1053 0.00
C 2.7512 -1.8418 2.1928 -1.00
H 5.2592 -3.3021 -0.6909 0.37
H 3.9291 -3.5758 0.4300 0.33
H 5.2484 -2.4553 0.8493 0.35
H 4.1566 -1.5704 -1.5820 0.29
H 1.9343 -0.1089 1.3041 0.02
H 3.8011 -1.9537 2.4509 0.37
H 2.3335 -2.8150 1.9387 0.38
H 2.2299 -1.4603 3.0656 0.27
N -0.3215 0.2857 0.4227 1.86
C -0.7503 -0.3750 1.4538 -0.88
C -0.4341 0.0421 2.8208 0.72
C -0.4926 -0.8591 3.8984 -0.33
C -0.1665 -0.4384 5.1739 -0.93
C 0.2346 0.8740 5.3969 -0.49
C 0.3251 1.7689 4.3339 -0.90
C 0.0024 1.3582 3.0580 0.08
C -1.5566 -1.5918 1.1959 0.38
C -2.6955 -1.8878 1.9525 -0.13
C -3.4288 -3.0318 1.6795 -0.97
C -3.0284 -3.8964 0.6696 -0.64
C -1.9019 -3.6046 -0.0933 -0.88
C -1.1819 -2.4500 0.1524 -0.19
H -0.7579 -1.8933 3.7332 0.54
H -0.2176 -1.1339 6.0007 0.47
H 0.4892 1.1980 6.3973 0.46
H 0.6429 2.7877 4.5118 0.47
H 0.0627 2.0474 2.2277 0.45
H -3.0321 -1.2085 2.7245 0.58
H -4.3186 -3.2435 2.2571 0.47
H -3.5979 -4.7959 0.4778 0.47
H -1.5838 -4.2898 -0.8686 0.51
H -0.2968 -2.2136 -0.4281 0.59
```

Values from the calculation:
Orbital gap (spin up / spin down), hartree: 0.263 / 0.240
Highest occupied orbital energy (spin up / spin down), eV: -16.20 / -16.94
Multiplicity: 4
Lowest unoccupied orbital energy (spin up / spin down), eV: -9.05 / -10.41
ΔE to the lowest compared entry with this formula, charge and spin, kJ/mol: 56.5
Charge: +3

=====

Below is a 7-piece molecular cluster, C24H34N4O9 overall, with properties calculated with ωB97M-V with the def2-TZVPD basis set.

```
71
Properties=species:S:1:pos:R:3:mulliken_charge:R:1
N 2.2395 -0.4198 -0.0302 0.54
H 1.7250 -1.1892 -0.4344 -0.27
H 2.7939 -0.7548 0.7448 0.46
H 1.5653 0.2475 0.3166 0.27
H 2.9183 -0.0864 -0.6997 -0.01
C -0.7679 -2.6141 -2.4020 -0.27
C 0.2162 -2.9985 -1.3291 -0.06
O 1.5544 -2.8145 -1.7276 -0.77
H -1.6502 -2.3899 -1.8026 -0.05
H -0.9790 -3.3059 -3.2174 0.49
H -0.4044 -1.6801 -2.8303 -0.24
H 0.0219 -4.0258 -1.0207 0.29
H 0.1922 -2.3550 -0.4497 -0.26
C 4.6937 1.2811 -3.2848 -1.05
C 4.8014 0.1418 -2.3335 -0.44
O 3.9293 -0.8518 -2.5345 -0.70
H 3.7343 1.7984 -3.2745 0.12
H 4.7243 0.8747 -4.2957 0.22
H 5.4595 2.0528 -3.2076 0.46
H 4.7505 0.5814 -1.3374 0.16
H 5.8655 -0.0784 -2.4190 0.25
C 4.8111 -1.8101 3.6006 -0.98
C 4.5241 -2.6981 2.3702 -0.57
O 3.7709 -2.1758 1.3235 -0.73
H 5.6313 -1.1537 3.3099 0.23
H 5.0279 -2.4214 4.4766 0.39
H 4.0215 -1.0992 3.8442 0.14
H 4.0711 -3.5885 2.8063 0.24
H 5.4187 -3.0978 1.8926 0.27
C -2.3143 0.1330 6.0772 -0.45
C -2.7535 1.3243 5.4458 -0.47
C -1.9233 1.8684 4.4324 -0.03
C -0.7015 1.3023 4.0019 -0.47
C -0.4165 0.0504 4.5648 -0.18
C -1.1882 -0.5214 5.5522 -0.46
N 0.1106 1.9126 2.9386 1.19
O 1.1702 1.4145 2.5933 -0.56
O -0.1144 3.0692 2.6711 -0.66
H -2.7487 -0.4117 6.9024 0.35
H -3.6986 1.8237 5.6005 0.43
H -2.2602 2.7767 3.9550 0.39
H 0.3953 -0.5674 4.2104 0.50
H -0.8984 -1.5257 5.8238 0.40
C -5.6187 -0.9629 1.3585 -0.50
C -4.6042 -0.3793 2.1851 -0.38
C -3.3690 -0.0462 1.6668 0.07
C -3.1740 -0.1691 0.2665 -0.27
C -4.1186 -0.8151 -0.4737 0.12
C -5.1955 -1.3308 0.0796 -0.82
N -1.7913 0.1509 -0.2746 0.73
O -1.7429 0.4641 -1.4429 -0.41
O -0.8096 0.0072 0.4836 -0.38
H -6.5320 -1.2363 1.8659 0.36
H -4.8619 -0.2201 3.2217 0.39
H -2.6016 0.3877 2.2906 0.30
H -4.0895 -0.8395 -1.5531 0.40
H -5.9614 -1.7305 -0.5685 0.28
C -2.1926 3.0963 -5.2938 -0.23
C -1.9915 3.5214 -3.9070 -0.82
C -0.9852 2.8336 -3.1544 -0.04
C -0.2606 1.8635 -3.8483 -0.22
C -0.5921 1.4522 -5.1188 -0.20
C -1.4922 2.1051 -5.8883 -0.50
N 0.7496 1.0734 -3.1314 1.26
O 1.1232 1.4099 -2.0539 -0.61
O 1.1445 -0.0156 -3.5868 -0.53
H -3.0127 3.3582 -5.9459 0.28
H -2.5428 4.2421 -3.3213 0.34
H -0.8544 3.1312 -2.1245 0.48
H -0.1276 0.6288 -5.6409 0.43
H -1.8142 2.0020 -6.9140 0.37
```

Values from the calculation:
Orbital gap, hartree: 0.086
Highest occupied orbital energy, eV: 0.46
Lowest unoccupied orbital energy, eV: 2.79
ΔE to the lowest compared entry with this formula, charge and spin, kJ/mol: 191.0
Charge: -2

=====

Below is C24H34N5O2PdSi2 as an isolated structure, with properties calculated with ωB97M-V with the def2-TZVPD basis set.

```
68
Properties=species:S:1:pos:R:3:mulliken_charge:R:1
Pd -0.1876 -1.3094 -0.8578 -0.36
C 2.0409 0.4004 -2.8792 -1.04
Si 2.6656 0.1313 -1.1470 0.52
C 2.4285 1.6178 -0.0504 -0.92
C 4.4898 -0.2329 -1.2211 -1.24
C 1.7680 -1.3568 -0.3590 2.03
C 1.5113 -1.3060 1.1109 -0.76
C 2.4027 -1.1826 2.1687 -0.59
C 1.8788 -1.2082 3.4490 -0.55
C 0.5027 -1.3321 3.6350 -0.87
C -0.3132 -1.4202 2.5250 -0.65
N 0.1998 -1.4132 1.2917 0.23
Si 1.8230 -3.1249 -1.0580 0.35
C 1.0089 -4.3113 0.1112 -0.92
C 0.9009 -2.9933 -2.6790 -1.09
C 3.5633 -3.7044 -1.3367 -1.16
H 2.1159 1.4618 -3.1269 0.44
H 1.0007 0.1067 -3.0293 0.10
H 2.6488 -0.1547 -3.5965 0.40
H 2.5067 2.5376 -0.6353 0.46
H 3.2013 1.6536 0.7202 0.41
H 1.4632 1.6215 0.4513 0.12
H 5.0077 0.6464 -1.6159 0.36
H 4.7261 -1.0709 -1.8743 0.34
H 4.9113 -0.4439 -0.2360 0.31
H 3.4638 -1.0780 1.9871 0.50
H 2.5373 -1.1326 4.3044 0.48
H 0.0737 -1.3673 4.6260 0.45
H -1.3888 -1.5102 2.6095 0.50
H -0.0575 -4.1253 0.2423 0.19
H 1.4888 -4.2889 1.0927 0.33
H 1.1302 -5.3236 -0.2846 0.42
H -0.1104 -2.5381 -2.6779 0.32
H 0.7225 -4.0140 -3.0304 0.46
H 1.4720 -2.4527 -3.4339 0.33
H 4.1170 -3.7165 -0.3951 0.34
H 4.1096 -3.0802 -2.0418 0.32
H 3.5573 -4.7236 -1.7312 0.36
N -5.7029 -2.5261 -0.3561 -0.62
C -4.4919 -3.3321 -0.4198 -0.24
C -3.3141 -2.4848 -0.8681 0.40
O -2.1693 -2.8770 -0.8035 -0.50
O -3.6355 -1.3120 -1.3870 -0.48
H -6.5324 -3.0567 -0.5822 0.22
H -4.6202 -1.2672 -1.3242 0.45
H -5.8394 -2.1270 0.5645 0.20
H -4.6030 -4.0921 -1.1969 0.33
H -4.2140 -3.8539 0.4968 0.32
N -2.1784 8.0252 4.1822 -0.46
C -2.0330 7.1666 3.4344 -0.02
C -1.8543 6.0859 2.4937 0.48
C -1.1756 6.3075 1.2999 -0.85
C -0.9972 5.2681 0.4037 -0.54
C -1.5147 4.0175 0.7043 0.66
C -2.2045 3.7895 1.8859 -0.19
C -2.3662 4.8262 2.7879 -0.78
N -1.3269 2.9444 -0.2146 0.39
C -1.3128 3.0214 -1.5933 -0.12
C -1.0603 1.7633 -2.0333 -1.56
N -0.8972 0.9144 -0.9566 0.68
C -1.0731 1.6565 0.1082 -1.24
H -0.7768 7.2885 1.0829 0.44
H -0.4411 5.4256 -0.5099 0.47
H -2.6346 2.8186 2.0897 0.52
H -2.9029 4.6669 3.7126 0.45
H -1.5211 3.9394 -2.1123 0.56
H -0.9958 1.4143 -3.0488 0.56
H -0.9917 1.3277 1.1320 0.58
```

Values from the calculation:
Orbital gap (spin up / spin down), hartree: 0.294 / 0.294
Highest occupied orbital energy (spin up / spin down), eV: -11.11 / -11.11
Lowest unoccupied orbital energy (spin up / spin down), eV: -3.12 / -3.12
ΔE to the lowest compared entry with this formula, charge and spin, kJ/mol: 132.4
Charge: +1